Record 1
DFT (ωB97M-V/def2-TZVPD) results for 13 unconnected molecules or ions with the total composition C14H18BCl36O4S in a non-equilibrium geometry.

The geometry in XYZ format:
```
74
Properties=species:S:1:pos:R:3:mulliken_charge:R:1
C -0.17443 -0.68819 -4.46381 -0.769
C 0.89535 -0.55746 -3.20165 0.393
B 1.95832 -1.80874 -3.29205 0.561
O 2.41155 -2.49710 -4.51672 -0.563
S 2.69906 -2.43164 -1.64872 0.746
O 4.23421 -2.65230 -1.87942 -0.674
O 2.41115 -1.37560 -0.54423 -0.486
O 1.95088 -3.95674 -1.33613 -0.626
H -1.21349 -0.19048 -4.25786 0.236
H -0.32089 -1.85909 -4.62391 0.263
H 0.36761 -0.26483 -5.43249 0.171
H 1.44313 0.47806 -3.15590 0.019
H 0.22330 -0.60977 -2.21691 -0.342
H 2.09567 -2.04469 -5.35296 0.296
C -0.28762 1.36273 0.70212 -0.320
Cl 0.02085 2.12431 -0.86772 -0.001
Cl -1.30145 2.40757 1.71194 0.040
Cl -1.04937 -0.22230 0.48571 0.007
H 0.66999 1.21824 1.20884 0.261
C 1.23753 5.09354 1.24061 1.108
Cl -0.13381 5.96227 1.95077 -0.127
Cl 1.76591 5.88191 -0.25558 -0.134
Cl 2.57622 4.99253 2.39694 -0.140
H 0.91389 4.07791 0.99894 -0.755
C 2.57799 2.59447 -5.35316 0.093
Cl 2.38542 0.83996 -5.50858 -0.109
Cl 2.39268 3.38265 -6.92914 -0.150
Cl 1.41202 3.24770 -4.18989 -0.116
H 3.58567 2.79876 -4.98235 0.184
C 5.12630 1.09640 -1.21126 0.530
Cl 3.75497 1.96513 -0.50110 -0.031
Cl 5.65469 1.88477 -2.70745 -0.164
Cl 6.46500 0.99539 -0.05493 -0.156
H 4.80266 0.08077 -1.45293 -0.190
C -1.83223 -3.99635 0.92327 0.288
Cl -2.02480 -5.75086 0.76785 -0.122
Cl -2.01754 -3.20816 -0.65271 -0.096
Cl -2.99820 -3.34311 2.08654 -0.118
H -0.82455 -3.79206 1.29408 0.010
C 0.33527 -7.11977 -2.18261 0.448
Cl -0.86677 -7.65532 -0.99610 -0.146
Cl 1.16705 -8.51151 -2.89711 -0.181
Cl -0.42972 -6.13763 -3.44340 -0.130
H 1.07622 -6.50289 -1.66773 -0.004
C 4.50927 -8.85193 -1.37769 0.329
Cl 4.28440 -7.79947 0.02991 -0.101
Cl 6.14539 -8.67244 -2.03359 -0.138
Cl 4.19310 -10.54155 -0.94803 -0.141
H 3.79450 -8.55315 -2.14871 0.044
C 0.49891 -2.48670 4.31864 0.675
Cl 0.30634 -4.24121 4.16322 -0.123
Cl 0.31360 -1.69852 2.74265 0.050
Cl -0.66706 -1.83347 5.48191 -0.159
H 1.50659 -2.28241 4.68945 -0.440
C -4.73055 2.80875 3.76075 -0.110
Cl -5.01714 2.68955 2.01627 -0.069
Cl -4.17834 1.25461 4.40808 -0.091
Cl -3.55094 4.08339 4.11178 -0.109
H -5.67385 3.06897 4.24769 0.366
C 4.29879 -2.71249 6.06659 -0.020
Cl 4.10621 -4.46700 5.91117 -0.101
Cl 4.11347 -1.92431 4.49061 -0.083
Cl 3.13282 -2.05926 7.22986 -0.118
H 5.30646 -2.50820 6.43741 0.332
C -7.39309 6.05840 0.75524 0.048
Cl -6.79834 7.06330 -0.57743 -0.099
Cl -7.75141 4.41912 0.18634 -0.136
Cl -6.21287 6.01452 2.07606 -0.042
H -8.31774 6.50116 1.13426 0.274
C -7.94690 10.30416 1.68522 0.046
Cl -8.17177 11.35661 3.09282 -0.127
Cl -6.31078 10.48364 1.02932 -0.109
Cl -8.26307 8.61453 2.11488 -0.133
H -8.66167 10.60294 0.91420 0.285
```

Calculated values
- highest occupied orbital energy (eV) = -5.700
- charge = -1
- Kohn-Sham gap (eV) = 7.10

=====

Record 2
DFT (ωB97M-V/def2-TZVPD) results for a gas-phase ion, C14H18BIN2O (charge +2) in a non-equilibrium geometry.

The geometry in XYZ format:
```
37
Properties=species:S:1:pos:R:3:mulliken_charge:R:1
C -4.29562 4.42489 -0.22843 -0.859
B -2.86041 4.50654 0.41171 0.297
O -2.39576 5.56688 1.10296 -0.454
N -1.92137 3.29424 0.19571 -0.035
C -1.49290 2.55101 1.22502 -0.347
C -0.68787 1.47186 0.99536 -0.559
C -0.30488 1.14261 -0.31134 0.446
C 0.54421 -0.08179 -0.47438 0.498
C -0.08473 -1.23804 -0.94010 -0.461
C 0.63442 -2.39574 -1.07010 -0.379
N 1.93546 -2.40053 -0.74720 0.168
C 2.68047 -3.69571 -0.85967 -1.196
C 2.98413 -4.27941 0.54686 -0.271
C 1.73796 -4.36581 1.47864 -0.924
I 3.83879 -6.23366 0.35481 0.209
C 2.57400 -1.31457 -0.33608 -0.108
C 1.90071 -0.12252 -0.18623 -0.559
C -0.75112 1.93741 -1.35873 -0.580
C -1.55609 3.00632 -1.05267 -0.309
H -5.06140 4.88077 0.40846 0.363
H -4.31235 4.95704 -1.19478 0.324
H -4.52625 3.37239 -0.44917 0.331
H -2.95346 5.74791 1.87577 0.360
H -1.78977 2.75507 2.25087 0.424
H -0.33872 0.84700 1.81354 0.513
H -1.13999 -1.24664 -1.20292 0.512
H 0.17438 -3.31584 -1.41722 0.406
H 2.17884 -4.39984 -1.52552 0.485
H 3.65660 -3.42299 -1.28048 0.430
H 3.69723 -3.59028 1.01158 0.466
H 1.42883 -5.40388 1.61939 0.416
H 0.85636 -3.82346 1.10583 0.195
H 1.98963 -3.90980 2.44290 0.263
H 3.63509 -1.31323 -0.09846 0.428
H 2.42375 0.76723 0.15412 0.515
H -0.46691 1.71388 -2.38324 0.524
H -1.93125 3.61069 -1.87682 0.465
```

Calculated values
- highest occupied orbital energy (eV) = -14.337
- charge = +2
- Kohn-Sham gap (eV) = 6.95

=====

Record 3
DFT (ωB97M-V/def2-TZVPD) results for a molecular structure, C14H18BN7O2Sn in a non-equilibrium geometry.

The geometry in XYZ format:
```
43
Properties=species:S:1:pos:R:3:mulliken_charge:R:1
H -1.78050 -2.15688 -1.78402 0.562
N -1.62587 -0.26855 -0.84228 -0.156
B -1.97151 1.98869 0.27564 -0.002
N -2.49190 0.67778 -0.41036 0.163
C -3.72806 0.22283 -0.65896 -0.025
Sn 0.38500 -0.48615 -0.36806 0.669
H -4.59620 0.79107 -0.39075 0.472
C -3.63963 -1.02579 -1.25695 -1.152
H -4.42221 -1.67712 -1.55017 0.421
C -2.29394 -1.30027 -1.39084 -0.066
H -2.89287 2.67576 0.59573 -0.099
C 3.28912 0.61431 -0.90680 -0.919
H 4.30398 0.19463 -0.83594 0.312
H 2.66477 0.44232 0.01548 0.117
H 3.52710 1.67389 -0.99047 0.317
N -1.12014 2.78830 -0.77778 0.139
N -1.10911 1.62885 1.52135 -0.082
N 0.02957 2.21521 -1.29236 -0.079
N -0.10238 0.70858 1.44837 0.138
C -1.28483 4.01411 -1.31694 -0.138
C -1.18054 2.09416 2.79492 -0.086
H -2.13858 4.61556 -1.02220 0.418
H -1.93434 2.77626 3.10017 0.474
C -0.24946 4.26220 -2.20285 -0.962
C -0.16329 1.47905 3.55094 -1.080
C 0.57044 3.09448 -2.16188 -0.305
C 0.51799 0.64977 2.65259 -0.229
H -0.06977 5.14012 -2.82100 0.353
H 0.06258 1.58594 4.59792 0.385
H 1.48679 2.86599 -2.70351 0.439
H 1.38718 0.01052 2.79264 0.542
H 2.83170 0.29890 -1.82407 0.224
O 0.48589 -3.11563 -1.82530 -0.668
C 0.86155 -3.40812 -0.70126 0.265
C 1.53920 -4.69206 -0.20260 -0.370
C 2.11153 -4.29692 1.15528 -0.496
C 1.82214 -2.81567 1.26535 0.251
O 2.37429 -1.97921 1.94746 -0.598
N 0.81109 -2.52104 0.35689 -0.208
H 0.72715 -5.43341 -0.10985 0.215
H 2.29129 -5.04251 -0.93122 0.295
H 1.53858 -4.78019 1.95262 0.241
H 3.17621 -4.50976 1.25506 0.309
```

Calculated values
- highest occupied orbital energy (eV) = -7.173
- Kohn-Sham gap (eV) = 7.82

=====

Record 4
DFT (ωB97M-V/def2-TZVPD) results for 2 unconnected molecules or ions with the total composition C14H18Cl2FN2 in a non-equilibrium geometry.

The geometry in XYZ format:
```
37
Properties=species:S:1:pos:R:3:mulliken_charge:R:1
C 2.93253 -3.05769 2.54366 -0.633
C 3.20690 -1.67395 3.22370 -0.879
C 1.87255 -0.93829 3.14483 0.180
C 0.75645 -1.95405 2.98876 0.365
N -0.50989 -1.63963 3.08784 0.179
C -1.55623 -2.34503 2.29265 -0.536
C -2.85423 -1.58548 2.53021 -0.583
C -2.53966 -0.34730 3.34746 -0.531
C -1.01484 -0.28821 3.54199 -0.714
C 1.38083 -3.15812 2.31829 -0.782
H 3.46995 -3.20562 1.58900 0.320
H 3.33636 -3.81595 3.21495 0.281
H 3.39488 -1.78031 4.29968 0.376
H 4.12508 -1.21308 2.78254 0.336
H 1.68179 -0.25342 3.98437 0.467
H -1.27022 -2.31036 1.23073 0.340
H -1.62021 -3.39902 2.60305 0.327
H -3.29856 -1.33310 1.56994 0.295
H -3.57412 -2.21324 3.04155 0.287
H -2.89403 0.56932 2.88184 0.325
H -3.03247 -0.39649 4.31452 0.309
H -0.76363 -0.09032 4.59319 0.312
H -0.58227 0.53684 2.93702 0.379
H 1.19768 -3.06905 1.22346 0.370
H 0.93755 -4.13447 2.55425 0.515
Cl -0.75558 3.99533 3.63833 -0.195
C 0.40184 4.76844 2.60146 0.418
N 1.46411 4.03848 2.31496 -0.419
F 1.85910 -0.26347 1.89415 -0.318
C 2.19680 4.42930 1.28005 0.422
Cl 3.32460 3.27490 0.65652 -0.181
C 2.06700 5.67557 0.65601 -0.482
C 1.04948 6.53164 1.09620 -0.262
C 0.16542 6.04580 2.07409 -0.467
H 2.76230 5.87026 -0.13141 0.397
H 0.95025 7.53744 0.67939 0.399
H -0.70010 6.55779 2.44668 0.386
```

Calculated values
- highest occupied orbital energy (eV) = -11.498
- charge = +1
- Kohn-Sham gap (eV) = 7.18

=====

Record 5
DFT (ωB97M-V/def2-TZVPD) results for a molecular structure, C14H18ClN2 in a non-equilibrium geometry.

The geometry in XYZ format:
```
35
Properties=species:S:1:pos:R:3:mulliken_charge:R:1
C -1.09220 -1.10510 2.14358 -0.801
N -0.53198 0.09699 1.53814 -0.035
C -1.36668 1.27546 1.78141 -0.877
N 0.72009 0.29617 2.20861 -0.048
C 1.43326 1.30516 1.94231 -0.179
H -2.08930 -1.34459 1.72972 0.352
H -0.40878 -1.94518 1.95078 0.283
H -1.15132 -1.01808 3.25651 0.329
H -2.41732 1.05612 1.51071 0.339
H -1.26300 1.60524 2.84832 0.372
H -0.96746 2.08354 1.15194 0.281
H 2.25325 0.87443 1.13030 0.179
H 0.95826 2.32622 1.90458 0.298
Cl 4.82344 -1.96076 6.91788 -0.169
C 4.40968 -1.12913 5.49492 0.265
C 4.32527 -1.81693 4.28149 -0.892
C 3.88709 -1.14992 3.12006 -0.364
C 3.54441 0.20519 3.15770 0.080
C 3.31444 0.96226 1.83503 1.807
C 3.79634 2.44283 1.89969 -1.440
C 4.34933 2.77232 0.51235 -0.805
C 4.66853 1.42996 -0.09162 -0.474
C 4.11371 0.41328 0.60986 -0.532
C 3.73549 0.92386 4.35572 -0.220
C 4.22311 0.25617 5.50650 -0.886
H 4.57898 -2.85513 4.23451 0.435
H 3.81238 -1.68705 2.16730 0.281
H 3.02462 3.11250 2.29278 0.381
H 4.64447 2.50468 2.58468 0.513
H 3.65184 3.37602 -0.07728 0.339
H 5.24794 3.37156 0.64265 0.412
H 5.20063 1.31802 -1.02258 0.485
H 4.04511 -0.65601 0.37478 0.402
H 3.50638 2.00027 4.38134 0.471
H 4.42487 0.81165 6.40430 0.416
```

Calculated values
- highest occupied orbital energy (eV) = -12.037
- charge = +1
- Kohn-Sham gap (eV) = 7.16

=====

Record 6
DFT (ωB97M-V/def2-TZVPD) results for C14H18ClN3S in the gas phase.

The geometry in XYZ format:
```
37
Properties=species:S:1:pos:R:3:mulliken_charge:R:1
C -5.05500 -1.79327 -0.57948 -1.201
C -3.81499 -1.12022 -0.11055 0.899
S -2.52797 -2.07024 0.59520 -0.313
C -1.58343 -0.64374 0.83228 0.044
N -0.38435 -0.65837 1.37858 -0.500
C 0.21965 0.51047 1.49572 0.838
C 1.62960 0.53474 2.01356 -1.369
N 2.60428 0.22209 0.98397 0.091
C 2.60574 1.16161 -0.12173 -0.498
C 3.86037 0.94639 -0.96342 -0.821
C 3.88937 -0.48351 -1.49207 -0.681
C 3.78899 -1.45035 -0.31740 -0.852
C 2.53992 -1.14538 0.50553 -0.463
N -0.30692 1.66973 1.09890 -0.488
C -1.50130 1.68015 0.56168 0.597
Cl -2.06117 3.24572 0.10955 -0.226
C -2.25935 0.51870 0.37210 0.115
C -3.54624 0.21268 -0.16849 0.088
C -4.52558 1.18697 -0.73756 -1.587
H -5.01411 -2.85782 -0.36771 0.411
H -5.92787 -1.36726 -0.08497 0.296
H -5.18068 -1.65354 -1.65362 0.308
H 1.73344 -0.20222 2.81250 0.473
H 1.84659 1.53409 2.39642 0.454
H 2.59372 2.17414 0.28748 0.393
H 1.71423 1.04533 -0.76404 0.256
H 4.73697 1.11958 -0.33764 0.343
H 3.87549 1.66200 -1.78725 0.369
H 4.80753 -0.66262 -2.05475 0.317
H 3.04391 -0.64012 -2.16697 0.320
H 4.66620 -1.33573 0.32105 0.345
H 3.74991 -2.48216 -0.67060 0.378
H 2.48905 -1.80973 1.37076 0.380
H 1.64151 -1.32591 -0.11028 0.248
H -4.81595 0.88108 -1.74201 0.322
H -4.10535 2.18452 -0.78056 0.394
H -5.42622 1.21219 -0.12415 0.317
```

Calculated values
- SMILES = Cc1sc2nc(CN3CCCCC3)nc(Cl)c2c1C
- highest occupied orbital energy (eV) = -8.319
- Kohn-Sham gap (eV) = 8.77